# 1
Below is 5 unconnected molecules or ions with the total composition C28H33Br2N5O4S, with properties calculated with ωB97M-V with the def2-TZVPD basis set.

## Properties
E_LUMO = 0.0058 Eh
HOMO-LUMO gap = 8.38 eV
Charge = 0
Highest occupied orbital energy = -0.302 Eh

Element x y z (Å)
1 C 0.988 0.329 1.648
2 C -0.047 0.845 0.709
3 Br 0.193 0.308 -1.093
4 C -1.084 1.600 1.026
5 Br -1.394 2.056 2.844
6 O -2.043 2.014 0.164
7 S -1.875 3.538 -0.580
8 O -0.864 3.328 -1.581
9 O -1.222 4.390 0.619
10 C 0.099 4.942 0.384
11 C 1.179 3.947 0.741
12 C 2.500 4.610 0.990
13 O 2.605 5.766 1.239
14 N 3.668 3.765 0.897
15 C 3.949 3.481 -0.491
16 C 4.524 4.496 -1.256
17 C 4.784 4.267 -2.603
18 C 4.484 3.027 -3.170
19 C 3.929 2.009 -2.401
20 C 3.653 2.238 -1.056
21 H 1.396 -0.592 1.246
22 H 1.812 1.034 1.738
23 H 0.570 0.122 2.624
24 H 0.202 5.311 -0.629
25 H 0.173 5.793 1.049
26 H 0.891 3.446 1.667
27 H 1.262 3.178 -0.022
28 H 3.499 2.896 1.392
29 H 4.749 5.432 -0.773
30 H 5.216 5.062 -3.187
31 H 4.690 2.857 -4.214
32 H 3.696 1.046 -2.820
33 H 3.201 1.481 -0.433
34 N 2.009 -2.899 -0.552
35 C 3.068 -2.910 0.314
36 C 3.043 -4.100 0.993
37 C 1.926 -4.838 0.513
38 C 1.309 -4.069 -0.440
39 H 1.775 -2.147 -1.173
40 H 3.745 -2.075 0.374
41 H 3.748 -4.410 1.745
42 H 1.617 -5.821 0.827
43 H 0.439 -4.255 -1.047
44 N -1.309 -3.532 1.828
45 C -2.318 -3.854 2.693
46 C -3.143 -2.765 2.806
47 C -2.609 -1.745 1.973
48 C -1.481 -2.253 1.383
49 H -0.552 -4.137 1.560
50 H -2.360 -4.825 3.152
51 H -4.028 -2.706 3.415
52 H -3.009 -0.756 1.822
53 H -0.782 -1.823 0.692
54 N -3.012 -7.695 3.594
55 C -2.886 -8.967 4.082
56 C -3.253 -9.834 3.089
57 C -3.614 -9.054 1.957
58 C -3.454 -7.738 2.299
59 H -2.813 -6.859 4.109
60 H -2.547 -9.144 5.088
61 H -3.263 -10.908 3.165
62 H -3.953 -9.418 1.002
63 H -3.616 -6.835 1.736
64 N -2.929 6.004 -3.793
65 C -3.586 6.290 -4.959
66 C -3.172 5.389 -5.901
67 C -2.228 4.527 -5.277
68 C -2.098 4.927 -3.974
69 H -3.040 6.509 -2.934
70 H -4.288 7.104 -5.017
71 H -3.506 5.350 -6.924
72 H -1.705 3.704 -5.735
73 H -1.510 4.549 -3.153

# 2
Below is a molecular structure, C28H33F6N5O4PRhS6, with properties calculated with ωB97M-V with the def2-TZVPD basis set.

## Properties
E_LUMO (alpha / beta) = 0.0093 / -0.0785 Eh
HOMO-LUMO gap (alpha / beta) = 7.76 / 5.75 eV
Expectation value of S² = 6.027
Charge = 0
Highest occupied orbital energy (alpha / beta) = -0.276 / -0.290 Eh
Spin multiplicity = 5

Element x y z (Å)
1 Rh 0.420 -0.462 0.270
2 S 2.622 0.025 1.674
3 C 2.146 0.599 3.185
4 C 3.096 0.745 4.237
5 C 2.699 1.152 5.471
6 C 1.329 1.420 5.742
7 C 0.388 1.291 4.767
8 C 0.770 0.896 3.453
9 S -0.406 0.797 2.245
10 H 4.135 0.512 4.035
11 H 3.431 1.259 6.264
12 H 1.031 1.713 6.741
13 H -0.662 1.456 4.970
14 N 3.978 0.482 -1.207
15 C 3.391 -0.686 -1.584
16 N 2.174 -1.066 -1.282
17 C 1.887 -2.288 -1.900
18 C 2.865 -2.789 -2.677
19 S 4.241 -1.765 -2.633
20 C 0.594 -2.951 -1.676
21 C 0.294 -4.193 -2.100
22 S -1.329 -4.586 -1.703
23 C -1.501 -3.047 -0.944
24 N -0.433 -2.289 -1.004
25 N -2.689 -2.665 -0.402
26 H 3.618 0.928 -0.375
27 H 4.973 0.551 -1.328
28 H 2.860 -3.695 -3.263
29 H 0.929 -4.900 -2.610
30 H -3.309 -3.424 -0.166
31 H -2.593 -2.019 0.371
32 C -2.988 0.700 -0.524
33 C -2.279 2.035 -0.805
34 C -2.992 2.716 -1.978
35 C -2.440 2.922 0.440
36 P -0.464 1.586 -1.191
37 C -0.611 1.147 -2.986
38 C -0.459 2.043 -4.050
39 C -0.662 1.646 -5.364
40 C -1.041 0.342 -5.654
41 C -1.213 -0.558 -4.615
42 C -0.994 -0.155 -3.302
43 C 0.630 3.116 -1.145
44 C 1.903 2.778 -1.951
45 C 0.058 4.449 -1.647
46 C 1.032 3.318 0.327
47 H -4.016 0.901 -0.204
48 H -2.506 0.135 0.282
49 H -3.033 0.071 -1.416
50 H -4.019 2.937 -1.669
51 H -3.040 2.078 -2.860
52 H -2.524 3.660 -2.261
53 H -3.504 2.951 0.698
54 H -2.125 3.946 0.264
55 H -1.908 2.542 1.313
56 H -0.186 3.069 -3.871
57 H -0.530 2.365 -6.165
58 H -1.204 0.035 -6.680
59 H -1.512 -1.580 -4.818
60 H -1.127 -0.867 -2.508
61 H 1.814 3.068 -2.996
62 H 2.151 1.716 -1.929
63 H 2.753 3.323 -1.527
64 H -0.277 4.426 -2.680
65 H 0.859 5.193 -1.583
66 H -0.762 4.815 -1.038
67 H 1.499 2.425 0.752
68 H 0.175 3.570 0.957
69 H 1.750 4.145 0.386
70 F 2.272 -5.261 1.975
71 C 1.745 -4.526 2.953
72 F 1.199 -5.328 3.857
73 F 2.697 -3.790 3.521
74 S 0.476 -3.457 2.192
75 O 1.275 -2.656 1.276
76 O -0.502 -4.338 1.605
77 N -0.023 -2.656 3.468
78 S -1.564 -2.266 3.556
79 O -2.084 -1.820 2.282
80 O -1.789 -1.439 4.698
81 C -2.526 -3.841 3.935
82 F -3.279 -4.186 2.892
83 F -1.724 -4.850 4.251
84 F -3.329 -3.593 4.968

# 3
Below is 3 unconnected molecules or ions with the total composition C28H33FNO12P, with properties calculated with ωB97M-V with the def2-TZVPD basis set.

## Properties
E_LUMO = -0.0171 Eh
HOMO-LUMO gap = 7.77 eV
Charge = 0
Highest occupied orbital energy = -0.303 Eh
SMILES = CCCOc1cc2c(c(P(=O)(O)O)c1)C(=O)c1c(N)cc(CCCF)cc1C2=O.C[C@@H]1COC(=O)O1.C[C@@H]1COC(=O)O1

Element x y z (Å)
1 C 4.591 -2.724 0.914
2 C 5.514 -1.903 0.008
3 C 5.146 -1.942 -1.471
4 O 4.693 -0.695 -2.005
5 C 3.461 -0.310 -1.537
6 C 2.307 -0.890 -2.056
7 C 1.058 -0.467 -1.584
8 C 0.946 0.557 -0.623
9 C 2.117 1.157 -0.113
10 P 2.100 2.446 1.159
11 O 1.445 2.014 2.394
12 O 1.595 3.792 0.511
13 O 3.661 2.731 1.321
14 C 3.365 0.702 -0.573
15 C -0.418 0.910 -0.175
16 O -0.710 2.019 0.135
17 C -1.361 -0.201 -0.137
18 C -2.367 -0.287 0.846
19 N -2.573 0.710 1.806
20 C -3.211 -1.409 0.822
21 C -3.108 -2.416 -0.145
22 C -4.057 -3.579 -0.072
23 C -4.182 -4.469 -1.298
24 C -4.526 -3.748 -2.597
25 F -5.082 -2.515 -2.333
26 C -2.107 -2.314 -1.117
27 C -1.244 -1.225 -1.097
28 C -0.167 -1.119 -2.087
29 O -0.246 -1.534 -3.204
30 H 5.144 -3.169 1.730
31 H 4.098 -3.513 0.364
32 H 3.829 -2.094 1.352
33 H 5.478 -0.870 0.319
34 H 6.537 -2.231 0.123
35 H 6.010 -2.211 -2.061
36 H 4.385 -2.695 -1.658
37 H 2.349 -1.661 -2.806
38 H 1.304 3.662 -0.426
39 H 3.818 3.672 1.182
40 H 4.273 1.145 -0.211
41 H -2.836 0.297 2.690
42 H -1.741 1.272 1.946
43 H -3.973 -1.484 1.580
44 H -5.033 -3.224 0.227
45 H -3.702 -4.203 0.743
46 H -3.297 -5.074 -1.431
47 H -4.984 -5.168 -1.094
48 H -3.657 -3.610 -3.227
49 H -5.253 -4.315 -3.167
50 H -1.976 -3.065 -1.874
51 C -5.743 2.571 5.788
52 C -4.748 1.587 6.346
53 C -3.297 2.016 6.292
54 O -2.614 0.755 6.208
55 C -3.454 -0.136 5.637
56 O -3.138 -1.211 5.241
57 O -4.702 0.384 5.552
58 H -6.751 2.161 5.823
59 H -5.724 3.493 6.369
60 H -5.512 2.801 4.748
61 H -5.022 1.295 7.364
62 H -2.965 2.564 7.169
63 H -3.072 2.591 5.391
64 C 3.018 1.786 -5.915
65 C 3.006 2.904 -4.907
66 C 3.969 2.754 -3.749
67 O 3.288 3.473 -2.700
68 C 1.971 3.432 -2.970
69 O 1.112 3.780 -2.210
70 O 1.744 2.958 -4.200
71 H 2.261 1.951 -6.681
72 H 3.993 1.729 -6.396
73 H 2.803 0.832 -5.431
74 H 3.141 3.872 -5.395
75 H 4.948 3.190 -3.927
76 H 4.077 1.716 -3.439